# 1
C5H8N2 | ωB97M-V with the def2-TZVPD basis set

Geometry (Å):
C  -1.0645  0.1609  0.9206
H  -0.7840  1.7709  -1.5536
H  -2.4091  -0.4002  -0.9462
C  0.2660  0.5856  -0.1992
N  0.1098  -2.0218  0.4549
C  1.5629  1.1646  0.1925
H  0.9742  -2.2774  -0.0164
C  -0.3433  -0.7591  0.0423
H  1.4908  2.2429  0.3676
H  -1.3943  -0.2845  1.8408
C  -1.5254  0.0730  -0.5515
N  -0.5541  0.8023  -1.3472
H  2.3060  1.0009  -0.5959
H  1.9365  0.6973  1.1069
H  -0.5716  -2.7553  0.2842

Properties
* E_HOMO: -0.2811 Eh
* gap between HOMO and LUMO: 8.7 eV
* LUMO level: 1.09 eV
* 2S+1: 1
* charge: 0
* DFT total energy: -304.63886 Eh

=====

# 2
C5H8N2 | ωB97M-V with the def2-TZVPD basis set

Geometry (Å):
H  1.1460  0.1904  -1.5779
H  -2.4646  -0.5747  0.7083
C  -1.9662  0.1627  0.0705
C  1.5443  -1.1017  0.8044
N  0.4791  -0.1785  0.4853
H  -0.6743  -1.2705  -1.0236
N  0.5113  3.1128  -0.3542
H  -2.6291  0.3961  -0.7695
H  -1.8095  1.0725  0.6567
H  1.8785  -1.7432  -0.0262
C  0.5058  0.5399  -0.7641
C  -0.6353  -0.3680  -0.4032
H  2.3912  -0.4898  1.1329
C  0.4792  1.9793  -0.5889
H  1.2437  -1.7274  1.6495

Properties
* E_HOMO: -0.3605 Eh
* gap between HOMO and LUMO: 10.7 eV
* LUMO level: 0.91 eV
* 2S+1: 1
* charge: 0
* structure (SMILES): C[C@H]1[C@@H](C#N)N1C
* DFT total energy: -304.77284 Eh

=====

# 3
C5H8N2 | ωB97M-V with the def2-TZVPD basis set

Geometry (Å):
H  -0.8064  0.7391  2.3863
H  1.7635  -0.0459  -2.3401
H  -1.2488  -2.0819  -0.5751
C  -0.8738  -0.1781  0.2955
H  1.0426  0.1998  1.4389
H  -1.2226  1.9983  0.6019
H  -1.6810  0.2662  -0.5612
H  0.2886  -2.0735  0.8038
C  1.0574  -0.0998  -1.4337
C  -0.9110  0.9665  1.2674
N  0.7925  0.9127  -0.4628
C  -0.4205  -1.5831  -0.0375
N  0.5440  -1.2855  -1.1735
H  1.3243  1.6844  -0.8311
C  0.3510  0.5809  0.6212

Properties
* E_HOMO: -0.3030 Eh
* gap between HOMO and LUMO: 9.2 eV
* LUMO level: 1.00 eV
* 2S+1: 1
* charge: 0
* structure (SMILES): C1=NC[C@H]2C[C@@H]2N1
* DFT total energy: -304.58774 Eh

=====

# 4
C5H8N2 | ωB97M-V with the def2-TZVPD basis set

Geometry (Å):
C  -0.0033  -0.2235  -0.3395
N  -1.2744  0.0093  -0.6736
H  1.5512  2.7515  0.3049
C  0.8885  1.9148  0.5422
H  1.1914  1.4185  1.4643
H  1.8737  0.5540  -0.6908
C  -1.0073  -2.0777  0.2189
H  -1.2398  -3.0797  0.5606
H  -2.9590  -1.2680  -0.4958
H  0.6217  1.3429  -1.4242
C  0.2648  -1.4640  0.2224
N  0.9238  0.9019  -0.5505
H  -0.1484  2.2394  0.6267
H  1.2106  -1.8718  0.5625
C  -1.8935  -1.1477  -0.3281

Properties
* E_HOMO: -0.2645 Eh
* gap between HOMO and LUMO: 7.5 eV
* LUMO level: 0.26 eV
* 2S+1: 1
* charge: 0
* DFT total energy: -304.76781 Eh

=====

# 5
C5H8N2 | ωB97M-V with the def2-TZVPD basis set

Geometry (Å):
H  -0.2734  -2.2915  -0.7062
N  0.1119  1.9517  1.5179
C  1.1944  -0.2813  -1.5933
H  1.0866  0.1637  2.1395
C  -0.0978  -0.2349  -1.2964
H  -0.7699  2.2465  1.1157
C  -0.7044  -0.3261  1.2728
H  0.2588  2.4538  2.3843
H  1.7792  -1.1842  -1.4326
H  -1.7627  -1.5956  -1.3605
C  0.1715  0.5514  1.7069
N  -1.3784  -1.1515  0.6473
H  -0.6439  0.7023  -1.4117
C  -0.8876  -1.3840  -0.7377
H  1.7204  0.5831  -1.9861

Properties
* E_HOMO: -0.2925 Eh
* gap between HOMO and LUMO: 9.0 eV
* LUMO level: 1.02 eV
* 2S+1: 1
* charge: 0
* structure (SMILES): C=CCN=C=CN
* DFT total energy: -304.73751 Eh

=====

# 6
C5H8N2 | ωB97M-V with the def2-TZVPD basis set

Geometry (Å):
H  0.5091  -1.6316  -0.4459
C  -0.4558  0.0966  0.3930
H  2.2440  0.7647  0.3880
C  -1.7317  1.1706  -0.9188
C  2.0331  -0.3061  0.2996
N  -2.5131  1.0592  -1.7845
H  -0.5629  -1.3927  1.9013
C  0.6856  -0.5520  -0.3647
N  -0.9308  1.3008  -0.0716
H  2.0676  -0.7454  1.3023
H  0.7215  -0.1723  -1.3934
H  -1.7457  0.0267  2.0702
H  2.8332  -0.7621  -0.2924
H  -2.2055  1.5999  -2.5966
C  -0.9487  -0.4562  1.5137

Properties
* E_HOMO: -0.3361 Eh
* gap between HOMO and LUMO: 10.0 eV
* LUMO level: 0.87 eV
* 2S+1: 1
* charge: 0
* structure (SMILES): C=C(CC)N=C=N
* DFT total energy: -304.76207 Eh

=====

So what do the calculations give for max |F|? Going down the list: 3.47, 1.21, 16.35, 0.28, 0.70, 5.00 eV/Å.